1.
The following is a DFT calculation (wB97M-V/def2-TZVPD) of a cluster of 10 separate species, C48H62BFNO32S in total in a non-equilibrium geometry.

CARTESIAN COORDINATES (ANGSTROEM)
C 0.78043 6.21375 1.13000
C 1.32128 5.15205 0.92475
N 1.78015 3.83622 0.91034
C 2.29588 3.25328 2.02665
C 2.39258 4.11871 3.28454
B 1.09890 3.93057 4.23151
O 0.45101 4.99008 4.84873
O 0.62102 2.64555 4.45345
C 2.71527 1.90513 1.97254
S 3.43139 0.98073 3.37285
C 2.64883 -0.64738 3.64754
O 3.37790 1.65208 4.65985
O 4.81565 0.72549 3.02924
C 2.62253 1.19309 0.71747
C 3.09542 -0.24657 0.55773
C 1.94495 -1.26357 0.70038
C 2.23126 -2.63813 0.54552
C 1.19011 -3.56829 0.69621
C -0.14010 -3.20417 0.96836
C -0.42810 -1.83632 1.13294
C 0.62146 -0.92513 1.00852
C 2.10226 1.86672 -0.45078
C 2.06533 1.11048 -1.79255
F 2.05418 1.98692 -2.89366
C 0.88658 0.11410 -2.00884
C -0.50158 0.55216 -1.47241
C 1.67643 3.18615 -0.29523
O 1.19720 3.90398 -1.31769
C -0.25851 3.85928 -1.42655
C -0.70493 3.92813 -2.91627
H 0.53487 7.25350 1.30998
H 3.33603 3.91147 3.82533
H 2.42179 5.19683 3.04677
H -0.49188 4.76747 4.86838
H -0.01612 2.65091 5.18132
H 3.22578 -1.41119 3.09629
H 2.76316 -0.90793 4.71533
H 1.60197 -0.63292 3.30839
H 3.58196 -0.42835 -0.41504
H 3.84354 -0.52607 1.32210
H 3.25042 -2.96893 0.33081
H 1.39792 -4.64314 0.59547
H -0.95393 -3.93403 1.05428
H -1.43929 -1.43717 1.34941
H 0.37298 0.14152 1.13540
H 2.99292 0.52082 -1.92312
H 1.12835 -0.91046 -1.67008
H 0.77495 0.02297 -3.11000
H -1.18146 -0.31622 -1.36864
H -0.48585 1.04310 -0.48746
H -0.97631 1.22291 -2.20722
H -0.74089 3.04843 -0.86288
H -0.63073 4.80180 -0.97407
H -1.14376 2.98751 -3.28006
H 0.10424 4.32034 -3.55596
H -1.51434 4.68082 -2.96956
C -4.77030 -0.74928 4.06000
C -4.37095 0.64739 4.44407
O -3.16681 0.84342 3.68890
C -3.20858 0.00051 2.63224
O -2.43669 0.02972 1.71733
O -4.22631 -0.87783 2.73826
H -5.84611 -0.88904 4.05359
H -4.31742 -1.50510 4.70318
H -5.10643 1.39457 4.13738
H -4.18639 0.75026 5.51031
C -7.74851 -2.58766 6.21539
C -7.60381 -3.04854 7.64269
O -6.26669 -2.65609 7.96333
C -5.92892 -1.64167 7.13851
O -4.94732 -0.97674 7.25003
O -6.85416 -1.47154 6.15689
H -8.76461 -2.28492 5.97180
H -7.42100 -3.34098 5.49549
H -8.29285 -2.54058 8.32008
H -7.73013 -4.12335 7.75141
C -5.90038 3.50353 -1.42799
C -4.44723 3.19702 -1.16622
O -3.77670 4.01929 -2.12259
C -4.61612 5.04723 -2.43742
O -4.29768 5.99457 -3.07515
O -5.85436 4.84114 -1.92431
H -6.51065 3.44421 -0.52910
H -6.33381 2.85733 -2.19403
H -4.13032 3.49147 -0.16226
H -4.20547 2.14628 -1.31897
C 1.08295 1.49620 -6.24255
C 0.32552 2.66928 -6.81046
O -0.23650 2.13211 -8.00631
C -0.32097 0.78522 -7.85510
O -0.89244 0.05884 -8.59508
O 0.34066 0.37627 -6.73249
H 1.10849 1.50001 -5.15390
H 2.10601 1.43490 -6.62086
H -0.48503 3.00124 -6.15693
H 0.97044 3.51726 -7.03198
C 1.18314 2.58429 8.53867
C 1.62897 1.22822 8.13716
O 1.55866 0.49008 9.35449
C 0.66189 1.13466 10.16567
O 0.24703 0.70177 11.18498
O 0.30712 2.34588 9.63344
H 0.65791 3.09042 7.72887
H 2.00834 3.21221 8.88243
H 0.95299 0.77559 7.40580
H 2.64067 1.23492 7.73512
C 0.77907 -3.37608 -4.69909
C 1.81028 -2.37854 -5.14922
O 2.51418 -2.08839 -3.93722
C 2.34461 -3.14822 -3.10439
O 2.93439 -3.29070 -2.07951
O 1.41962 -4.01109 -3.58584
H 0.53197 -4.10045 -5.47280
H -0.14119 -2.90060 -4.35174
H 2.51027 -2.79922 -5.87408
H 1.36712 -1.47800 -5.56814
C 2.60654 -7.56383 -8.02262
C 3.13182 -6.32866 -7.33757
O 2.04303 -5.41096 -7.47176
C 0.91195 -6.14410 -7.63163
O -0.18655 -5.68679 -7.60075
O 1.19504 -7.45232 -7.82547
H 2.98868 -8.48258 -7.58320
H 2.81420 -7.57046 -9.09439
H 3.32967 -6.48993 -6.27547
H 4.03083 -5.93662 -7.80855
C -3.97518 -6.49265 -7.83625
C -3.43608 -5.26316 -7.15425
O -4.51492 -4.33564 -7.27823
C -5.65798 -5.05524 -7.43244
O -6.75135 -4.59443 -7.39629
O -5.38366 -6.37210 -7.63135
H -3.59665 -7.41485 -7.40030
H -3.77275 -6.49911 -8.90935
H -3.23244 -5.42794 -6.09308
H -2.53730 -4.88116 -7.63110
C 7.67683 2.43977 3.63997
C 7.63047 3.15643 4.96480
O 8.98342 3.56656 5.14782
C 9.56297 3.63308 3.91730
O 10.63047 4.10050 3.70278
O 8.75240 3.09223 2.96660
H 6.75082 2.53694 3.07794
H 7.91688 1.37981 3.74593
H 6.99232 4.04378 4.93956
H 7.30597 2.51166 5.77923

## Properties
Max |F| (hartree/bohr): 0.07551
Charge: +1
Orbital gap (eV): 7.2

2.
The following is a DFT calculation (wB97M-V/def2-TZVPD) of a structure of composition C48H68PS5Sb4Tc.

CARTESIAN COORDINATES (ANGSTROEM)
Tc -1.49973 0.12404 0.12201
S -4.38723 -1.01154 -3.10276
Sb -4.55235 -1.34457 -0.94524
S -3.46920 0.91813 -0.03771
S -2.06305 -1.97625 -0.23699
S -5.70008 -2.26082 0.67458
C 4.51704 0.49562 -3.08883
Sb 3.79346 -0.72796 -1.50244
C 5.06912 0.13478 -0.02617
C 5.26424 -2.33483 -2.07356
C 5.34972 -3.42264 -1.10514
C 6.32847 -3.40199 -0.11231
C 6.54163 -4.49979 0.69776
C 5.74833 -5.68505 0.62450
C 4.73825 -5.72493 -0.26015
C 4.47457 -4.59403 -1.14174
C 3.41041 -4.63991 -1.95625
Sb -1.50253 -4.42201 -0.98315
C -3.36735 -4.71345 -1.94706
C -2.12993 -5.14923 0.90735
H 5.59874 0.38327 -3.16645
H 4.29785 1.54019 -2.86051
H 4.05363 0.22338 -4.03634
H 6.11268 -0.06970 -0.27131
H 4.84829 -0.25003 0.97009
H 4.91706 1.21590 -0.03455
H 6.17168 -1.73263 -2.10188
H 4.92609 -2.60902 -3.07229
H 6.98812 -2.54557 -0.04313
H 7.36549 -4.47385 1.40446
H 5.96569 -6.52337 1.27354
H 4.09662 -6.59653 -0.33804
H 2.77853 -5.52276 -1.97959
H 3.14046 -3.82277 -2.61442
H -3.30214 -5.71721 -2.38638
H -3.53046 -3.99731 -2.75191
H -4.18130 -4.69388 -1.22288
H -2.09126 -6.24167 0.82992
H -3.15220 -4.83642 1.10428
H -1.46090 -4.82665 1.70283
C -4.36739 -0.82568 5.19177
C -3.54676 -1.92369 4.48621
C -2.78450 -1.37477 3.27020
C -2.30987 0.05465 3.57710
C -3.52878 1.00791 3.66017
C -4.76944 0.26724 4.20060
P -1.05855 0.63628 2.41137
C 0.57154 -0.16652 2.65557
C 0.94515 -0.39867 4.15002
C 1.01977 -1.89126 4.47137
C 2.09744 -2.57291 3.61912
C 2.05042 -2.13195 2.13299
C 0.72200 -1.44750 1.81196
C -0.70802 2.42068 2.54229
C -0.22567 2.74361 3.98548
C -0.34920 4.25428 4.25443
C -0.06836 5.06676 2.99155
C -1.12385 4.77935 1.89578
C -1.79431 3.40965 2.09527
H -3.78876 -0.37855 6.00503
H -5.25076 -1.26031 5.65482
H -4.20153 -2.72817 4.14806
H -2.83984 -2.36768 5.19056
H -3.44485 -1.33834 2.40056
H -1.95807 -2.04387 3.01913
H -1.78577 0.04120 4.53677
H -3.76173 1.41936 2.67308
H -3.28722 1.85250 4.30850
H -5.33133 -0.17816 3.37412
H -5.42918 0.99066 4.67556
H 1.25427 0.56438 2.21390
H 0.25104 0.09810 4.82354
H 1.91911 0.05921 4.33605
H 0.04139 -2.35810 4.31497
H 1.25651 -2.02081 5.52647
H 1.99070 -3.65544 3.69686
H 3.07603 -2.32843 4.03542
H 2.18234 -2.99136 1.47420
H 2.86705 -1.43618 1.91186
H -0.09676 -2.14339 2.00190
H 0.68976 -1.19223 0.73766
H 0.12833 2.53611 1.84358
H 0.81177 2.42710 4.10087
H -0.81868 2.20008 4.72811
H 0.34440 4.52153 5.04982
H -1.34978 4.48640 4.62399
H 0.93657 4.83747 2.62807
H -0.07013 6.12621 3.23282
H -0.65455 4.81280 0.90760
H -1.89609 5.54766 1.90753
H -2.28216 3.09738 1.17186
H -2.56800 3.47998 2.85930
S -0.06872 1.34713 -1.03017
Sb -0.72285 2.08388 -3.29654
C -2.69437 2.64340 -3.33423
C -3.57431 1.99389 -4.19638
C -4.88614 2.44596 -4.25193
C -5.29250 3.50837 -3.45238
C -4.39717 4.14454 -2.59459
C -3.07893 3.71849 -2.52777
C 0.55499 3.67073 -3.55197
C 0.02007 4.90202 -3.93522
C 0.89725 5.95434 -4.16633
C 2.26680 5.76556 -4.02430
C 2.78442 4.52962 -3.64124
C 1.92963 3.46689 -3.40118
C -0.18361 0.42793 -4.40821
C -0.73415 -0.81611 -4.10178
C -0.39157 -1.90131 -4.89492
C 0.47539 -1.73660 -5.97422
C 1.02303 -0.49187 -6.25923
C 0.69483 0.60695 -5.47468
H -3.25215 1.17360 -4.82741
H -5.58944 1.96953 -4.92398
H -6.31775 3.85395 -3.50529
H -4.72451 4.97815 -1.98605
H -2.37552 4.22706 -1.87810
H -1.04541 5.04629 -4.06582
H 0.50871 6.92040 -4.46380
H 2.94156 6.59133 -4.21532
H 3.85475 4.39991 -3.53784
H 2.32117 2.50201 -3.10340
H -1.43022 -0.93873 -3.27770
H -0.82762 -2.87091 -4.69773
H 0.71104 -2.58147 -6.61033
H 1.68373 -0.36737 -7.10792
H 1.10744 1.58093 -5.71001

## Properties
Max |F| (hartree/bohr): 0.01904
Energy above the lowest of the compared OMol25 structures with the same formula, charge and spin (kJ/mol): 41.16
Charge: +4
Orbital gap (eV): 5.1

For reference, HOMO by record: -0.424 -0.641 Ha.
For reference, lowest unoccupied orbital energy by record: -4.32 -12.36 eV.
For reference, total energy by record: -4851.41617 -5242.49846 Eh.